10
Properties=species:S:1:pos:R:3:forces:R:3:mulliken_charge:R:1 method="wB97M-V/def2-TZVPD" e_tot_ev=-10685.7529 smiles="NC(=O)N1NC1=O" total_charge=0
N -1.7001 -0.7329 -0.1720 -0.2 -0.1 -0.1 -0.36
C -0.6781 0.1455 -0.1583 0.6 0.3 0.0 0.64
O -0.5874 1.1140 -0.8946 -0.2 0.5 -0.5 -0.66
N 0.2748 -0.1578 0.8100 0.2 -0.9 0.6 -0.50
N 1.3694 0.8238 0.7516 0.1 0.7 0.0 -0.21
C 1.8889 -0.0854 0.0211 -1.1 -0.7 0.3 0.64
O 2.4892 -0.8815 -0.5590 0.4 0.4 -0.2 -0.33
H -1.7498 -1.4550 0.5221 -0.1 0.0 0.0 0.22
H -2.4602 -0.5561 -0.8029 0.0 -0.1 0.1 0.23
H 1.1532 1.7854 0.4819 0.2 -0.1 -0.2 0.32



10
Properties=species:S:1:pos:R:3:forces:R:3:mulliken_charge:R:1 method="wB97M-V/def2-TZVPD" e_tot_ev=-10683.7190 smiles="O=c1nc[nH]n1O" total_charge=0
O 2.3490 -0.1840 0.4396 -4.4 0.5 -1.4 -0.58
C 1.1178 -0.3509 0.1733 4.7 -0.7 2.0 0.40
N 0.4013 -1.5175 0.5547 -2.4 2.8 -2.2 -0.42
C -0.8189 -1.0877 0.2138 -2.6 -5.8 0.6 0.11
N -1.0415 0.1900 -0.0683 -1.6 -0.2 -1.7 -0.23
N 0.2595 0.5538 -0.5098 -0.9 -0.2 -0.3 0.17
O 0.3988 1.8912 -0.4874 3.8 1.3 3.9 -0.40
H -1.7850 -1.9011 -0.0527 2.9 2.5 1.5 0.22
H -1.9290 0.3670 -0.6731 2.6 0.0 0.9 0.34
H 1.0480 2.0393 0.4100 -2.3 -0.1 -3.4 0.38



10
Properties=species:S:1:pos:R:3:forces:R:3:mulliken_charge:R:1 method="wB97M-V/def2-TZVPD" e_tot_ev=-10685.3552 smiles=OCc1nnno1 total_charge=0
O -1.8609 -0.5202 -0.4912 0.1 -0.9 0.7 -0.52
C -1.0821 0.4671 0.1667 0.3 -0.6 -0.8 -0.28
C 0.3975 0.1778 0.0159 -0.3 -0.4 0.6 0.65
N 1.3323 1.0304 -0.1911 0.4 0.2 -0.4 -0.33
N 2.4814 0.2766 -0.2929 -0.3 -0.9 0.4 -0.21
N 2.2464 -0.9481 -0.1101 0.0 1.2 -0.2 0.00
O 0.8706 -1.0669 0.1135 -0.4 0.2 -0.1 -0.15
H -1.7670 -1.3983 -0.0408 0.0 1.2 -0.5 0.34
H -1.2514 1.3939 -0.3798 -0.1 0.0 0.2 0.30
H -1.3667 0.5877 1.2098 0.1 0.0 0.2 0.21



10
Properties=species:S:1:pos:R:3:forces:R:3:mulliken_charge:R:1 method="wB97M-V/def2-TZVPD" e_tot_ev=-10677.3978 total_charge=0 multiplicity=3
C 1.2538 0.2554 -0.5291 -2.1 -3.6 -0.1 -0.89
C 0.5710 -0.7139 -0.8182 0.0 0.5 0.3 0.42
N -0.5072 0.9453 1.5396 -1.1 1.8 10.0 0.25
N -0.5101 1.5690 0.5771 0.9 -2.7 -8.8 0.47
N -0.3397 -1.7048 -0.9701 1.0 -0.6 1.3 -0.51
O -0.6181 2.6682 0.1564 -0.7 3.4 0.8 -0.45
O -0.3290 -0.1236 2.0669 0.2 -2.1 -1.4 -0.34
H 1.8450 0.9326 -0.9418 2.5 2.9 -1.1 0.42
H -1.2818 -1.3823 -0.7957 -0.2 0.0 -0.1 0.30
H -0.0839 -2.4459 -0.2851 -0.6 0.4 -0.9 0.31



13
Properties=species:S:1:pos:R:3:forces:R:3:mulliken_charge:R:1 method="wB97M-V/def2-TZVPD" e_tot_ev=-24057.1874 smiles="C=[N+]=C=[NH+]OP12([O-])ON1O2" total_charge=+1
C -2.9061 -0.5956 -0.0135 1.3 1.4 -2.3 -0.16
N -1.7340 -0.2035 0.3052 -2.6 -0.6 2.0 -0.11
C -0.6080 0.1649 0.0941 2.8 -2.8 -0.8 0.47
N 0.0762 1.2208 0.0351 1.3 0.7 -0.2 -0.08
O 1.5007 1.3240 -0.1553 -0.5 0.5 0.2 -0.21
P 2.5005 0.1290 0.0671 -1.9 -1.9 -0.2 1.13
O 3.8849 0.4431 0.1847 0.3 0.0 -0.1 -0.51
O 1.5928 -0.9364 1.0154 1.3 0.9 0.0 -0.18
N 0.9641 -1.4166 -0.0987 -2.4 -0.4 1.1 0.01
O 1.7228 -1.0255 -1.0558 1.8 1.5 -0.5 -0.16
H -2.9439 -0.4343 -1.0922 -1.4 -0.8 0.0 0.26
H -3.7656 -0.7943 0.5951 0.2 -0.3 0.7 0.30
H -0.2844 2.1244 0.1189 -0.2 1.9 0.1 0.24



10
Properties=species:S:1:pos:R:3:forces:R:3:mulliken_charge:R:1 method="wB97M-V/def2-TZVPD" e_tot_ev=-19471.1136 smiles="Nn1cnc(=S)o1" total_charge=0
N -1.4204 -1.0951 0.1676 -2.9 3.3 0.8 -0.67
N -0.3552 -0.2735 -0.3268 -2.8 2.2 -1.4 0.40
C -0.1366 1.0991 -0.1788 -3.1 -2.8 1.9 0.17
N 1.1159 1.3631 0.0298 0.7 -1.2 -1.6 -0.45
C 1.7731 0.1095 -0.2052 1.2 -0.8 1.4 0.19
S 3.3598 -0.4621 0.0208 -2.2 1.4 -0.6 -0.30
O 0.7992 -0.8920 -0.4447 2.4 0.4 0.4 -0.25
H -1.4712 -0.7266 1.1754 -0.2 -1.3 -1.4 0.29
H -2.4574 -0.6902 -0.2453 4.0 -1.4 1.0 0.32
H -1.2072 1.5678 0.0071 2.9 0.1 -0.5 0.30



10
Properties=species:S:1:pos:R:3:forces:R:3:mulliken_charge:R:1 method="wB97M-V/def2-TZVPD" e_tot_ev=-19472.9938 total_charge=0
H -2.9149 -0.2239 0.1471 -0.1 -0.9 0.3 0.30
N -2.2574 -1.0220 0.0728 -0.1 1.4 -0.4 -0.62
C -1.1774 -0.4000 -0.1087 0.3 -0.7 -0.2 0.55
N -0.8948 0.9736 0.0006 -0.4 0.3 -0.1 -0.46
C 0.3412 1.1167 -0.2387 0.2 -2.3 0.3 0.01
N 0.9594 -0.1125 -0.5990 1.6 1.3 0.7 0.05
S 2.5756 -0.4729 -0.0219 -0.8 -0.1 -0.3 -0.10
O -0.0168 -1.0950 -0.4760 -0.4 0.4 0.4 -0.27
H 0.9306 1.9950 -0.0945 0.3 0.4 -0.3 0.38
H 2.4546 -0.7589 1.3184 -0.5 0.3 -0.5 0.16



10
Properties=species:S:1:pos:R:3:forces:R:3:mulliken_charge:R:1 method="wB97M-V/def2-TZVPD" e_tot_ev=-19471.8396 smiles="[H]/N=c1/ncn(S)o1" total_charge=0
H -0.0358 1.4007 2.3052 -3.2 -1.2 0.3 0.30
N -1.0293 0.8505 2.1358 3.3 2.5 2.4 -0.57
C -0.7837 0.4477 1.0098 0.7 -1.4 -4.4 0.55
N -1.4549 -0.4279 0.1523 -1.1 0.3 0.9 -0.49
C -0.7808 -0.6015 -0.9145 0.4 -0.5 1.6 0.08
N 0.3909 0.1295 -0.9606 -1.1 -0.5 -0.4 0.04
S 1.7741 -0.3619 -1.8308 1.6 -0.2 3.3 -0.11
O 0.3886 0.8665 0.2564 0.7 -0.2 -0.3 -0.35
H -1.1181 -1.4224 -1.5352 0.7 0.5 -0.9 0.35
H 2.6490 -0.8810 -0.6183 -1.9 0.8 -2.5 0.18



10
Properties=species:S:1:pos:R:3:forces:R:3:mulliken_charge:R:1 method="wB97M-V/def2-TZVPD" e_tot_ev=-19472.8605 smiles="Nc1n[nH]oc1=S" total_charge=0
N 0.3673 1.6212 0.0203 1.7 5.8 -1.1 -0.46
C -0.1552 0.4126 -0.0305 -0.9 1.0 0.7 0.46
N -1.3991 0.0855 0.0565 0.7 -1.9 -0.7 -0.52
N -1.3374 -1.3042 -0.1883 -2.5 -1.0 0.8 -0.06
O -0.0471 -1.8092 -0.0079 1.1 1.8 -0.1 -0.20
C 0.7395 -0.6919 0.0076 -0.6 -2.6 -0.4 0.44
S 2.3202 -0.7355 -0.0223 1.8 0.1 0.1 -0.40
H -0.0523 2.5925 -0.3156 0.5 -3.5 1.1 0.29
H 1.4158 1.7125 -0.0242 -1.7 -0.8 0.1 0.18
H -1.8516 -1.8835 0.5044 -0.1 1.0 -0.5 0.26



10
Properties=species:S:1:pos:R:3:forces:R:3:mulliken_charge:R:1 method="wB97M-V/def2-TZVPD" e_tot_ev=-19472.5932 smiles=On1ncnc1S total_charge=0
O 0.3260 1.9301 0.0984 0.4 -1.8 -0.6 -0.39
N 0.2010 0.5340 -0.1365 0.9 -0.5 1.5 0.53
N 1.4120 -0.1561 -0.0741 -0.5 3.2 -0.4 -0.70
C 1.0588 -1.3763 0.0275 -0.3 -0.8 -0.9 -0.01
N -0.2848 -1.5451 0.0943 -0.3 -1.7 1.0 -0.54
C -0.8130 -0.3537 0.1596 1.5 0.6 -1.7 0.40
S -2.5041 -0.1598 -0.0645 -0.6 3.2 0.9 -0.26
H 1.2725 1.9113 -0.1685 -0.3 1.0 0.3 0.43
H 1.8447 -2.0972 -0.1680 -0.6 -0.5 0.5 0.36
H -2.5132 1.3128 0.2319 0.0 -2.8 -0.5 0.17



9
Properties=species:S:1:pos:R:3:forces:R:3:mulliken_charge:R:1 method="wB97M-V/def2-TZVPD" e_tot_ev=-17425.1952 total_charge=0
H -1.2138 1.8389 -0.2420 0.2 0.2 0.1 0.28
N -1.9542 1.2166 0.0609 0.0 -0.5 0.0 -0.52
C -1.5675 0.0338 0.1309 3.3 -0.7 -0.2 0.00
N -0.2169 -0.6196 0.0398 1.9 0.5 -0.2 -0.14
N 1.0867 -0.0322 -0.0705 -1.6 0.1 -0.2 -0.25
C 2.2786 -0.1856 -0.0238 -3.3 0.8 0.4 0.39
S 3.7813 0.0725 0.1854 2.1 -0.3 0.0 -0.36
H -2.0483 -0.8620 0.4428 -1.7 -0.2 0.1 0.35
H -0.1460 -1.4625 -0.5234 -0.8 0.0 0.3 0.26



9
Properties=species:S:1:pos:R:3:forces:R:3:mulliken_charge:R:1 method="wB97M-V/def2-TZVPD" e_tot_ev=-17423.3464 total_charge=0
C -0.6360 -1.5545 0.9825 -0.8 -2.5 -0.1 0.09
C 0.6856 -1.2632 0.7794 1.6 0.3 0.2 -0.26
N 0.9575 -0.3067 -0.0651 0.7 -0.5 0.6 0.07
N -0.1372 0.3877 -0.4389 -1.1 3.1 -2.2 0.19
N 0.1012 1.3089 -1.2432 0.7 -1.1 0.6 -0.71
S -1.1166 -2.6246 -0.2039 -0.3 0.3 0.4 -0.25
H -1.1592 -1.4971 1.9272 -0.1 0.5 0.1 0.29
H 1.8803 -0.0843 -0.4491 -0.4 0.0 0.1 0.31
H -0.7565 1.8004 -1.4939 -0.3 -0.3 0.4 0.27



9
Properties=species:S:1:pos:R:3:forces:R:3:mulliken_charge:R:1 method="wB97M-V/def2-TZVPD" e_tot_ev=-17422.3327 total_charge=0
C -0.3229 -0.2370 0.9064 -0.9 -0.8 0.1 0.18
C -1.2925 0.4680 0.0628 0.9 -1.5 1.3 0.28
N -1.5882 1.5219 -0.4802 1.5 1.4 -0.8 -0.53
N 0.8330 -0.8327 1.0191 1.5 -2.1 -1.0 0.48
N 1.7898 -1.5124 1.0771 -3.7 2.9 0.4 -0.57
S -2.0194 -1.0893 0.4946 1.5 -0.1 0.3 -0.15
H 2.6222 0.4651 -1.1572 -1.4 -3.0 1.6 0.24
H -2.3105 1.4927 -1.1669 -1.0 0.0 0.0 0.29
H 2.2884 -0.2763 -0.7557 1.6 3.2 -1.9 -0.24



9
Properties=species:S:1:pos:R:3:forces:R:3:mulliken_charge:R:1 method="wB97M-V/def2-TZVPD" e_tot_ev=-8081.7939 total_charge=-1
C -1.4531 1.0415 0.0312 -0.4 -0.5 0.0 0.38
C -0.4547 0.0035 -0.0323 -1.9 1.3 -2.0 -0.74
N 2.0178 1.3918 -0.0330 -1.7 1.4 0.7 -0.81
N -2.2120 1.8977 -0.0042 -0.5 0.5 0.1 -0.45
N 2.9775 0.7563 0.0713 1.2 -0.3 -1.5 0.43
N 3.9650 0.1598 -0.0327 1.0 -0.9 0.8 -0.59
H -0.5207 -0.4662 -0.9982 0.7 0.3 -0.7 0.26
H 0.4149 0.4888 0.2494 2.6 0.8 -0.3 0.17
H -0.5636 -0.7733 0.5886 -1.1 -2.7 2.9 0.36



9
Properties=species:S:1:pos:R:3:forces:R:3:mulliken_charge:R:1 method="wB97M-V/def2-TZVPD" e_tot_ev=-8067.9138 total_charge=+1
C 3.3417 -0.2635 0.0803 -2.0 1.5 -0.6 0.27
C 0.9304 -0.6232 -0.1443 -2.9 2.1 1.1 0.56
N 1.7695 -1.5448 -0.1561 2.0 -0.6 0.3 -0.22
N 2.8812 0.9177 0.1452 0.0 -2.4 -0.1 -0.20
N 1.5174 0.7187 -0.1589 -0.1 0.6 -1.6 0.07
N -0.4276 -0.6050 0.0346 -0.1 -3.7 -0.5 -0.39
H 1.1864 1.2424 -1.0443 1.0 -0.6 1.5 0.35
H -0.9988 -1.5275 -0.0286 1.8 2.0 0.2 0.30
H -1.0501 0.1710 -0.0556 0.4 1.0 -0.2 0.25



9
Properties=species:S:1:pos:R:3:forces:R:3:mulliken_charge:R:1 method="wB97M-V/def2-TZVPD" e_tot_ev=-8068.8575 total_charge=+1
C 2.2448 -0.1710 0.1255 -2.5 -0.8 0.1 0.23
C -0.0709 -0.3564 -0.0322 -0.4 1.5 0.0 0.61
N 0.7829 -1.3377 -0.0048 2.6 0.7 0.1 -0.25
N 1.7883 0.9465 -0.0319 1.2 -0.6 -0.3 -0.17
N 0.4609 0.9493 -0.0612 -1.1 -0.5 0.0 0.14
N -1.3849 -0.5497 -0.0593 0.0 -0.2 -0.1 -0.33
H -0.0386 1.8235 0.0822 0.1 -0.2 0.0 0.29
H -1.7362 -1.4976 -0.1308 0.0 0.2 -0.1 0.25
H -2.0463 0.1931 0.1125 0.1 -0.1 0.2 0.24



10
Properties=species:S:1:pos:R:3:forces:R:3:mulliken_charge:R:1 method="wB97M-V/def2-TZVPD" e_tot_ev=-10128.7531 total_charge=-1
C -1.7390 0.8599 0.0948 -1.9 0.0 0.1 0.46
C 1.4822 0.0933 0.0465 -1.0 1.4 -3.2 -0.67
N -0.7304 0.8253 -0.5696 0.5 0.5 0.8 -0.03
N -1.3486 -1.6968 0.5038 4.4 0.9 -3.1 -0.32
N -0.3521 -1.7008 -0.1175 -4.4 -1.8 3.2 -0.02
N 0.2612 -0.0131 -0.8298 0.8 0.1 0.0 -0.59
O -2.8227 1.2583 0.4536 0.7 0.0 0.1 -0.62
H 1.4190 -0.0803 1.1059 -0.4 -0.3 0.7 0.29
H 1.9878 -0.6971 -0.5304 1.0 0.5 1.0 0.27
H 1.8426 1.1514 -0.1574 0.4 -1.3 0.4 0.24



11
Properties=species:S:1:pos:R:3:forces:R:3:mulliken_charge:R:1 method="wB97M-V/def2-TZVPD" e_tot_ev=-11617.1663 total_charge=0
H 1.9694 -2.0783 1.6587 -0.7 1.6 -0.3 0.31
N 1.8300 -1.0555 1.4151 0.0 -1.3 -0.2 -0.61
C 0.8238 -0.8840 0.6693 2.1 -0.3 0.9 0.63
N -0.0855 -1.8545 0.3158 -1.8 0.2 -1.1 -0.13
N -1.0744 -1.5577 -0.4156 -0.3 -0.1 -0.4 -0.26
N -1.3389 -0.2440 -0.9636 1.9 -3.1 1.0 -0.34
C -0.3679 0.5515 -0.6531 -2.3 1.4 1.7 0.67
N -0.6085 1.8299 -0.8881 -0.3 7.6 1.6 -0.55
O 0.6671 0.3707 0.1550 0.2 0.0 -0.4 -0.35
H -1.5844 2.2014 -1.1099 1.8 -1.9 -0.1 0.32
H -0.2307 2.7206 -0.1836 -0.6 -4.1 -2.6 0.31



11
Properties=species:S:1:pos:R:3:forces:R:3:mulliken_charge:R:1 method="wB97M-V/def2-TZVPD" e_tot_ev=-11616.9677 smiles="Nn1cnnnc1=O" total_charge=0
N 1.6940 0.2098 0.4016 -0.5 -1.1 1.6 -0.86
N 0.3057 0.1149 0.0335 1.9 0.7 0.7 0.33
C -0.0368 0.0660 -1.2871 2.6 -0.2 1.4 0.20
N -1.2133 -0.0755 -1.6747 -1.4 -1.5 -3.1 -0.28
N -2.2335 -0.0442 -0.7891 0.6 2.1 -0.2 -0.23
N -1.8831 0.1665 0.3823 -1.9 -1.9 3.5 -0.17
C -0.6490 -0.2920 0.9199 -0.4 -0.2 -0.9 0.51
O -0.4900 -0.9912 1.8892 -0.2 1.2 -0.4 -0.52
H 1.8887 1.1659 0.6985 -0.3 0.1 -0.3 0.27
H 1.7548 -0.3291 1.3204 0.0 0.5 -1.7 0.32
H 0.8625 0.0090 -1.8943 -0.4 0.4 -0.5 0.43



11
Properties=species:S:1:pos:R:3:forces:R:3:mulliken_charge:R:1 method="wB97M-V/def2-TZVPD" e_tot_ev=-11615.6175 total_charge=0
H -2.5008 1.5299 1.2622 2.9 -2.8 2.1 0.28
N -1.8868 0.7734 1.9570 2.8 0.8 -2.2 -0.65
C -0.6158 0.5248 1.5137 -3.6 -1.3 1.6 0.18
N -0.1584 1.0069 0.3590 2.2 -0.6 -4.1 -0.49
C 0.3942 0.2364 -0.5436 -2.0 3.5 2.3 0.45
N 0.3843 -1.1320 -0.7249 0.7 0.9 -0.6 0.09
N 1.3187 -1.3598 -1.6816 1.5 1.0 -1.2 -0.30
N 1.8353 -0.2821 -2.1331 -2.1 -2.0 0.9 0.00
O 1.1551 0.8290 -1.5406 -0.2 -2.5 1.2 -0.14
H 0.3005 -0.2306 1.8931 -3.2 1.7 0.5 0.29
H -0.2263 -1.8960 -0.3611 0.9 1.3 -0.4 0.31